{
  "formula": "C4H15N3P",
  "method": "ωB97M-V/def2-TZVPD",
  "total_charge": 1,
  "e_homo_ev": -12.875,
  "e_above_lowest_kcal_mol": 80.23,
  "elements": ["C", "C", "C", "C", "N", "N", "N", "P", "H", "H", "H", "H", "H", "H", "H", "H", "H", "H", "H", "H", "H", "H", "H"],
  "positions_angstrom": [[2.60044, -1.02289, -0.28257], [1.23207, 1.43302, 1.25457], [-1.68048, -1.32004, 0.25883], [-2.35295, -0.03085, -0.27041], [0.39393, 0.85134, -1.56185], [-0.25768, -1.09874, 0.45106], [-1.37167, 0.99634, 0.13342], [0.60513, 0.17687, 0.01494], [2.21570, -1.97520, -0.11161], [2.94309, -0.80774, -1.36365], [3.41622, -0.82951, 0.41665], [1.43151, 2.34005, 0.77123], [0.43226, 1.46045, 2.04407], [2.09321, 1.11018, 1.75508], [-2.10778, -1.69075, 1.31049], [-1.83336, -2.15490, -0.49255], [-3.37098, 0.06601, 0.22358], [-2.37411, -0.23820, -1.44251], [1.22183, 1.08443, -2.04758], [0.34820, -1.86175, 0.69913], [-1.50485, 1.75963, -0.53543], [-0.16568, 0.22030, -2.14669], [-1.91408, 1.53197, 0.92178]]
}


{
  "formula": "C3H3NO",
  "method": "ωB97M-V/def2-TZVPD",
  "e_homo_ev": -8.653,
  "smiles": "N=C=C1CO1",
  "e_above_lowest_kcal_mol": 96.52,
  "elements": ["N", "C", "C", "C", "O", "H", "H", "H"],
  "positions_angstrom": [[-2.17247, 0.24248, 0.87973], [-0.93703, 0.48357, 1.01296], [0.10487, 0.02014, 0.33919], [1.14655, 0.10578, -0.62131], [1.06951, -0.87892, 0.47598], [-2.13661, -0.41453, 0.10038], [1.02847, -0.32483, -1.61270], [1.86818, 0.89179, -0.47147]]
}


Question: What is the formula in the first record?
Answer: C4H15N3P